Entry 1:
Molecular formula: C33H31AsCuNOSi
Method: DFT, ωB97M-V/def2-TZVPD

Values from the calculation:
net charge = 0
electronic energy = -5571.84070 a.u.
E_LUMO = 0.0 eV
orbital gap = 6.98 eV
relative energy (zero: lowest compared OMol25 entry of this formula, charge and spin) = 0.519 eV
multiplicity = 1
molecular weight = 624.17 g/mol

Each line ends with the natural charge from an NBO analysis.
Element x y z (Å)
Cu (-15.8085, 6.8946, 2.0661)  0.70
C (-14.5486, 9.4333, 1.7723)  -1.11
Si (-13.3730, 8.1325, 2.6555)  1.79
C (-12.6788, 9.0584, 4.1268)  -1.13
C (-11.9337, 8.0094, 1.4240)  -1.13
N (-14.2379, 6.6501, 2.8886)  -1.26
C (-13.7631, 5.4613, 3.2648)  0.14
C (-12.5419, 5.2029, 3.9441)  -0.21
C (-12.1867, 3.9575, 4.4642)  -0.23
C (-12.9898, 2.8581, 4.2430)  -0.26
C (-14.1326, 3.0284, 3.5298)  -0.24
C (-14.4762, 4.2752, 3.0778)  0.22
O (-15.7657, 4.4714, 2.5766)  -0.53
C (-16.8662, 4.0724, 3.2660)  0.29
C (-18.0044, 3.8536, 2.5084)  -0.29
C (-19.2264, 3.6094, 3.0621)  -0.19
C (-19.3455, 3.6109, 4.4819)  -0.24
C (-18.1656, 3.8516, 5.2518)  -0.22
C (-16.9585, 4.0504, 4.6752)  -0.23
H (-14.2161, 10.4483, 1.9187)  0.24
H (-15.6158, 9.3729, 2.1564)  0.21
H (-14.5645, 9.0830, 0.7113)  0.23
H (-13.5033, 9.5140, 4.6401)  0.23
H (-12.1050, 9.8504, 3.7274)  0.23
H (-12.0691, 8.4307, 4.7734)  0.23
H (-11.3281, 7.0840, 1.6965)  0.23
H (-11.3024, 8.8595, 1.4608)  0.23
H (-12.2226, 7.9492, 0.3821)  0.23
H (-11.8337, 6.0529, 4.0709)  0.19
H (-11.3434, 3.9203, 5.1025)  0.21
H (-12.8424, 1.8214, 4.6117)  0.21
H (-14.7841, 2.1783, 3.3809)  0.22
H (-17.8773, 3.9293, 1.3745)  0.23
H (-20.0899, 3.5403, 2.4112)  0.22
H (-20.2495, 3.3742, 4.9595)  0.21
H (-18.1566, 3.7992, 6.3375)  0.21
H (-16.0421, 4.2155, 5.3129)  0.23
C (-17.4695, 10.5118, -2.3657)  -0.20
C (-18.6184, 10.3436, -1.6165)  -0.21
C (-18.7132, 9.3140, -0.6865)  -0.25
C (-17.6895, 8.4279, -0.5336)  -0.23
C (-16.6182, 8.5131, -1.4529)  -0.24
C (-16.4385, 9.5738, -2.3009)  -0.20
As (-17.7208, 7.1619, 0.9405)  0.94
C (-18.6801, 5.8191, 0.0311)  -0.32
C (-18.2215, 4.9515, -0.9301)  -0.21
C (-18.9464, 3.8235, -1.3296)  -0.20
C (-20.1626, 3.6108, -0.7754)  -0.20
C (-20.6918, 4.5024, 0.1803)  -0.20
C (-19.9974, 5.6379, 0.5511)  -0.05
C (-20.3141, 6.6404, 1.6121)  -0.04
C (-21.6052, 6.8455, 2.1421)  -0.19
C (-21.8638, 7.8645, 3.0397)  -0.19
C (-20.8724, 8.7080, 3.4392)  -0.22
C (-19.5800, 8.6271, 2.8213)  -0.13
C (-19.3218, 7.6092, 1.9024)  -0.36
H (-17.3590, 11.4405, -2.9566)  0.22
H (-19.4200, 11.0796, -1.7000)  0.22
H (-19.5713, 9.3023, 0.0086)  0.22
H (-15.8708, 7.7108, -1.4668)  0.21
H (-15.6272, 9.6258, -2.9868)  0.22
H (-17.3031, 5.2226, -1.5377)  0.22
H (-18.4549, 3.1027, -2.0121)  0.23
H (-20.8140, 2.8105, -1.1077)  0.22
H (-21.7191, 4.2863, 0.5481)  0.22
H (-22.3253, 6.1296, 1.9238)  0.21
H (-22.8873, 8.0368, 3.3558)  0.22
H (-21.1360, 9.5058, 4.1914)  0.22
H (-18.8494, 9.4295, 3.0570)  0.22

Entry 2:
Molecular formula: C4H5NO
Method: DFT, ωB97M-V/def2-TZVPD

Values from the calculation:
net charge = 0
electronic energy = -285.28991 a.u.
E_LUMO = 0.8 eV
orbital gap = 9.39 eV
relative energy (zero: lowest compared OMol25 entry of this formula, charge and spin) = 3.393 eV
multiplicity = 1
molecular weight = 83.09 g/mol

Each line ends with the natural charge from an NBO analysis.
Element x y z (Å)
N (-1.5983, -0.8937, 0.7189)  -0.80
C (-0.4644, -0.3298, 0.1981)  0.50
C (0.7605, -0.8248, -0.1473)  -0.45
C (1.5769, 0.2494, -0.6736)  -0.27
C (0.7365, 1.3522, -0.4400)  -0.07
O (-0.5168, 1.0139, 0.0523)  -0.45
H (-2.4570, -0.3892, 0.5487)  0.40
H (-1.6780, -1.8895, 0.5803)  0.40
H (1.0501, -1.8662, -0.0807)  0.22
H (1.7750, 1.1650, 0.2735)  0.30
H (0.8072, 2.3837, -0.7673)  0.23

Entry 3:
Molecular formula: C33H49BIN7O13P
Method: DFT, ωB97M-V/def2-TZVPD

Values from the calculation:
net charge = +1
electronic energy = -3311.49049 a.u.
E_LUMO = -4.6 eV
orbital gap = 6.64 eV
multiplicity = 1
molecular weight = 920.48 g/mol

Each line ends with the Mulliken charge.
Element x y z (Å)
C (7.1307, -2.5085, -0.4312)  -0.78
C (7.4153, -0.8894, -0.7220)  -0.28
O (6.5430, -0.4345, -1.8294)  -0.33
C (6.3150, 1.0312, -1.7624)  -0.63
C (4.9286, 1.2457, -0.9025)  0.20
C (3.5852, 1.4557, -1.8432)  -0.44
C (2.2390, 1.8015, -0.9284)  0.83
C (1.8315, 0.6137, 0.1251)  -0.03
C (0.4735, -0.2444, -0.3321)  -0.35
C (0.5943, -0.9172, -1.8208)  -0.63
P (1.9244, -2.2711, -2.0078)  0.83
O (1.4074, -3.7112, -1.4978)  -0.61
O (2.1452, -2.4896, -3.7581)  -0.56
O (3.5027, -1.8487, -1.3928)  -0.41
N (-0.6285, 0.8287, -0.4564)  0.03
C (-1.9986, 0.1984, -0.5641)  -0.02
N (-2.9551, 0.8837, -1.3233)  -0.05
B (-2.6774, 2.1845, -2.0641)  0.45
N (-2.2170, 2.0386, -3.5328)  -0.67
O (-2.8600, 3.5026, -1.3908)  -0.48
N (-2.4668, -1.0797, 0.0920)  -0.27
C (-1.3585, -2.0936, 0.2806)  0.37
O (-1.7269, -3.0496, 1.3770)  -0.37
C (-2.7568, -3.9956, 0.9213)  -0.60
C (-2.1992, -5.2506, 0.0225)  0.48
C (-2.7132, -5.0828, -1.5614)  -0.97
O (-2.5566, -6.5862, 0.5346)  -0.47
C (-0.0522, -1.2617, 0.8499)  -0.74
I (1.4953, -2.4917, 1.7776)  0.18
H (6.4272, -2.5850, 0.5297)  0.14
H (8.1545, -3.0747, -0.2420)  0.33
H (6.6403, -3.0418, -1.3647)  0.18
H (7.2601, -0.2944, 0.2748)  0.30
H (8.5722, -0.8290, -0.9783)  0.29
H (7.2009, 1.4639, -1.0932)  0.31
H (6.2985, 1.5374, -2.8323)  0.28
H (4.8420, 0.3396, -0.1646)  0.09
H (5.0556, 2.2323, -0.2693)  0.06
H (3.3427, 0.5045, -2.5092)  -0.04
H (3.7660, 2.3364, -2.6269)  0.44
H (2.5210, 2.7845, -0.3173)  -1.14
H (1.3468, 2.1186, -1.6403)  0.26
H (1.5554, 1.1537, 1.1514)  0.38
H (2.7505, -0.0703, 0.3607)  -0.08
H (0.9081, -0.0330, -2.5589)  0.43
H (-0.4057, -1.3500, -2.2573)  0.39
H (3.0790, -2.8254, -3.9181)  0.33
H (3.5940, -2.0287, -0.4122)  0.24
H (-0.5748, 1.3483, 0.4604)  0.42
H (-3.9344, 0.4711, -1.3798)  0.36
H (-3.0724, 1.6661, -4.0289)  0.30
H (-1.5404, 1.2190, -3.5734)  0.28
H (-3.7252, 3.9021, -1.7602)  0.32
H (-2.9960, -0.9035, 0.9745)  0.35
H (-1.1393, -2.7626, -0.6540)  -0.06
H (-3.6430, -3.4621, 0.3717)  0.24
H (-3.2196, -4.4789, 1.9101)  0.27
H (-1.0136, -5.1706, -0.0468)  0.19
H (-3.5297, -4.2235, -1.6680)  0.21
H (-3.2146, -6.0565, -1.9768)  0.39
H (-1.8247, -4.7900, -2.2883)  0.17
H (-3.3287, -6.9837, -0.0030)  0.28
H (-0.4807, -0.5548, 1.7123)  0.47
C (2.9604, 8.7333, -0.8618)  -0.39
C (1.6910, 8.2593, -0.5269)  -0.51
C (1.5414, 6.9802, 0.0125)  -0.09
C (2.6756, 6.1824, 0.2175)  -0.08
C (3.9503, 6.6528, -0.1250)  -0.23
C (4.0870, 7.9326, -0.6663)  -0.58
N (2.5276, 4.8467, 0.8078)  0.82
O (1.3814, 4.4592, 1.0797)  -0.54
O (3.5569, 4.1849, 1.0043)  -0.54
H (3.0726, 9.7335, -1.2768)  0.38
H (0.8176, 8.8887, -0.6835)  0.34
H (0.5454, 6.6255, 0.2684)  0.54
H (4.8384, 6.0423, 0.0241)  0.44
H (5.0726, 8.3080, -0.9326)  0.38
C (-5.2885, 7.2117, 1.1007)  -0.46
C (-4.1965, 6.3537, 0.9605)  -0.47
C (-2.9093, 6.8047, 1.2591)  -0.19
C (-2.7269, 8.1214, 1.7038)  0.05
C (-3.8204, 8.9872, 1.8381)  -0.46
C (-5.1026, 8.5257, 1.5337)  -0.42
N (-1.3793, 8.5936, 2.0436)  1.03
O (-0.4355, 7.8035, 1.8934)  -0.62
O (-1.2630, 9.7534, 2.4650)  -0.57
H (-6.2909, 6.8538, 0.8720)  0.37
H (-4.3493, 5.3315, 0.6210)  0.43
H (-2.0688, 6.1237, 1.1447)  0.50
H (-3.6926, 10.0130, 2.1774)  0.44
H (-5.9583, 9.1891, 1.6376)  0.38
C (-3.5152, -11.4342, 4.1143)  -0.38
C (-2.6491, -11.1758, 3.0507)  -0.49
C (-3.0667, -10.3733, 1.9872)  -0.25
C (-4.3582, -9.8286, 2.0013)  0.17
C (-5.2324, -10.0927, 3.0640)  -0.34
C (-4.8045, -10.8989, 4.1207)  -0.44
N (-4.7942, -8.9635, 0.8986)  1.11
O (-3.9985, -8.7692, -0.0324)  -0.72
O (-5.9309, -8.4739, 0.9636)  -0.60
H (-3.1831, -12.0558, 4.9441)  0.37
H (-1.6464, -11.5977, 3.0522)  0.36
H (-2.3798, -10.1814, 1.1658)  0.42
H (-6.2391, -9.6804, 3.0854)  0.42
H (-5.4746, -11.1073, 4.9518)  0.36